(1)
{
  "formula": "C26H32N6O4",
  "method": "ωB97M-V/def2-TZVPD",
  "elements": ["C", "C", "C", "C", "C", "N", "N", "N", "N", "C", "C", "C", "C", "C", "N", "C", "C", "C", "C", "C", "O", "C", "C", "C", "C", "C", "C", "C", "C", "C", "N", "C", "O", "O", "C", "O", "H", "H", "H", "H", "H", "H", "H", "H", "H", "H", "H", "H", "H", "H", "H", "H", "H", "H", "H", "H", "H", "H", "H", "H", "H", "H", "H", "H", "H", "H", "H", "H"],
  "positions_angstrom": [[-0.7168, -3.6329, -2.0349], [-1.6425, -2.4236, -2.0432], [-2.6057, -2.3406, -0.8419], [-3.3531, -3.6605, -0.6196], [-3.6395, -1.2463, -1.1119], [-1.8271, -2.0831, 0.3653], [-1.2360, -3.1313, 0.9534], [-0.5859, -2.7185, 1.9544], [-0.7075, -1.4079, 2.0835], [-1.4644, -0.9894, 1.0874], [-1.8086, 0.4609, 0.9426], [-2.4929, 0.9416, 2.2477], [-2.8343, 2.4240, 2.1426], [-3.7540, 0.1300, 2.5332], [-0.6614, 1.3014, 0.6471], [-0.4907, 1.6872, -0.7401], [-1.5709, 2.6333, -1.1562], [-1.7060, 3.9806, -0.9955], [-2.9653, 4.3263, -1.5440], [-3.5050, 3.1647, -1.9966], [-2.6708, 2.1349, -1.7665], [0.5259, 1.1606, 1.4565], [1.7786, 0.6597, 0.7843], [2.9826, 1.2136, 1.0717], [4.2116, 0.7167, 0.5513], [5.4533, 1.3057, 0.8643], [6.5739, 0.7344, 0.3367], [6.5088, -0.4020, -0.4888], [5.3199, -0.9960, -0.8126], [4.1563, -0.4177, -0.2813], [2.9292, -0.9407, -0.5711], [1.7096, -0.4727, -0.1283], [0.6935, -1.0116, -0.5355], [7.7685, -0.7557, -0.8694], [8.6392, 0.1770, -0.2632], [7.8847, 1.1055, 0.4816], [0.0089, -3.5385, -2.8395], [-1.2687, -4.5577, -2.1794], [-0.1805, -3.6887, -1.0916], [-1.0298, -1.5211, -2.0383], [-2.2426, -2.4261, -2.9558], [-2.6703, -4.4367, -0.2911], [-4.1171, -3.5302, 0.1448], [-3.8339, -3.9692, -1.5441], [-4.3475, -1.6164, -1.8506], [-3.1818, -0.3480, -1.5174], [-4.1937, -1.0019, -0.2088], [-2.5127, 0.6034, 0.1267], [-1.7907, 0.7914, 3.0720], [-1.9443, 3.0017, 1.9128], [-3.2543, 2.7804, 3.0800], [-3.5643, 2.5919, 1.3529], [-4.4877, 0.2698, 1.7405], [-4.2025, 0.4558, 3.4688], [-3.5277, -0.9303, 2.6216], [0.4734, 2.1929, -0.8278], [-0.4930, 0.8223, -1.4207], [-0.9961, 4.6435, -0.5457], [-3.4023, 5.3024, -1.5929], [-4.4339, 2.9430, -2.4836], [0.7576, 2.1316, 1.9187], [0.2919, 0.4474, 2.2554], [3.0319, 2.0600, 1.7431], [5.5061, 2.1728, 1.5002], [5.2770, -1.8666, -1.4454], [2.8821, -1.7581, -1.1687], [9.3379, -0.3531, 0.4035], [9.2115, 0.7047, -1.0426]],
  "atomic_forces_ev_per_a": [[-0.024, 0.197, 0.001], [0.070, -0.102, 0.113], [-0.463, -0.247, -0.808], [0.145, 0.047, 0.008], [0.243, -0.037, 0.124], [0.389, 0.859, 1.095], [-0.240, -0.866, -0.481], [0.468, -0.486, 0.477], [-0.312, 0.766, 0.089], [-0.160, -0.643, -0.211], [-0.021, 0.357, 0.339], [-0.271, 0.082, -0.218], [0.188, -0.206, 0.111], [0.281, 0.018, 0.076], [0.130, -0.174, -0.337], [-0.464, -0.014, -0.040], [0.645, 0.750, 0.205], [0.160, -0.607, -0.108], [-0.331, -0.357, -0.185], [-0.299, 0.792, 0.040], [0.101, -0.481, -0.085], [-0.079, 0.055, 0.312], [0.187, 0.309, 0.192], [-0.447, -0.246, -0.169], [0.123, -0.453, -0.297], [0.427, -0.209, -0.186], [-0.253, -0.284, -0.187], [-0.234, 0.386, 0.300], [0.370, 0.032, -0.010], [0.360, 0.606, 0.396], [-0.128, -0.302, -0.169], [0.401, -0.094, -0.118], [-0.210, -0.182, -0.095], [-0.558, -0.222, -0.113], [1.311, 0.073, -0.058], [-0.327, 0.200, 0.172], [0.072, -0.044, -0.088], [-0.017, -0.142, -0.014], [0.091, -0.076, -0.032], [-0.105, 0.065, -0.063], [-0.075, 0.057, -0.007], [-0.087, -0.080, -0.054], [-0.071, 0.003, 0.076], [-0.058, 0.025, -0.131], [0.000, -0.064, -0.048], [-0.008, 0.103, -0.019], [-0.079, 0.056, 0.078], [-0.037, -0.022, 0.075], [0.043, -0.044, -0.040], [0.021, 0.131, -0.024], [-0.091, 0.058, 0.098], [-0.118, 0.070, -0.145], [-0.109, 0.021, -0.091], [-0.090, 0.008, 0.075], [-0.064, -0.137, 0.023], [-0.078, -0.020, -0.098], [0.112, 0.105, 0.052], [0.216, 0.089, 0.129], [-0.160, 0.172, -0.057], [-0.096, -0.122, -0.071], [0.142, -0.106, 0.045], [0.117, 0.299, -0.042], [-0.072, 0.136, 0.073], [0.011, 0.144, 0.110], [-0.003, -0.140, -0.107], [-0.126, 0.157, 0.093], [-0.243, 0.089, -0.121], [-0.218, -0.109, 0.149]],
  "lowdin_charge": [-0.10, -0.19, -0.49, -0.04, -0.02, 0.02, 0.04, -0.01, 0.07, -0.25, -0.21, -0.36, -0.05, -0.06, -0.11, -0.09, -0.26, -0.03, -0.06, -0.12, 0.02, -0.13, -0.10, 0.04, -0.15, 0.07, -0.20, -0.20, 0.08, -0.17, 0.18, -0.38, 0.05, 0.05, -0.15, 0.04, 0.07, 0.07, 0.05, 0.09, 0.12, 0.07, 0.09, 0.09, 0.09, 0.07, 0.08, 0.12, 0.13, 0.07, 0.08, 0.08, 0.07, 0.08, 0.08, 0.14, 0.12, 0.11, 0.10, 0.12, 0.13, 0.11, 0.13, 0.13, 0.13, 0.17, 0.14, 0.14],
  "e_tot_ev": -44610.7592,
  "orbital_gap_ha": 0.2973,
  "homo_ev": -7.771,
  "max_force_ev_per_a": 1.45,
  "charge": 0,
  "lumo_energy_ev": 0.318
}


(2)
{
  "formula": "C4H9INO",
  "method": "ωB97M-V/def2-TZVPD",
  "elements": ["C", "C", "I", "N", "C", "C", "O", "H", "H", "H", "H", "H", "H", "H", "H", "H"],
  "positions_angstrom": [[-0.0825, -2.2968, 0.1275], [-0.2599, -0.8013, -0.6016], [-1.9853, -0.9240, -1.9124], [-0.7967, 0.3864, 0.3348], [-0.0983, 1.6014, -0.0285], [0.8287, 1.0828, -1.1965], [0.9062, -0.3404, -1.0285], [0.2502, -2.9491, -0.6834], [-1.1382, -2.7657, 0.4952], [0.6136, -2.4062, 1.0019], [-0.5710, 0.0929, 1.2447], [-1.7945, 0.4354, 0.2615], [0.3146, 2.2852, 0.6953], [-0.9129, 2.2773, -0.4388], [0.3555, 1.3926, -2.0870], [1.8029, 1.3949, -1.0473]],
  "atomic_forces_ev_per_a": [[-2.448, 0.444, 0.454], [-0.936, -2.405, 1.883], [0.171, -0.209, -0.745], [0.897, -1.386, 0.629], [-1.382, 1.732, -2.929], [-1.168, -0.152, 1.903], [-0.260, 0.619, -0.347], [0.062, 0.187, 0.090], [2.383, 1.514, -1.028], [-0.382, 0.792, -0.964], [0.332, -0.450, 1.888], [-0.724, 0.152, -0.075], [0.610, -0.938, 0.956], [1.032, -0.795, -0.050], [-0.051, -0.070, -1.401], [1.865, 0.964, -0.264]],
  "lowdin_charge": [-0.05, -0.81, 1.01, 0.04, -0.07, -0.08, -0.06, 0.07, 0.12, 0.09, 0.15, 0.09, 0.14, 0.16, 0.11, 0.12],
  "e_tot_ev": -15923.8463,
  "orbital_gap_ha": 0.3795,
  "homo_ev": -13.995,
  "max_force_ev_per_a": 3.67,
  "charge": 1,
  "lumo_energy_ev": -3.667
}


(3)
{
  "formula": "C3H6ClP",
  "method": "ωB97M-V/def2-TZVPD",
  "elements": ["H", "P", "C", "Cl", "C", "C", "H", "H", "H", "H", "H"],
  "positions_angstrom": [[0.7724, -1.1442, 3.2552], [0.9731, -1.5702, 1.9492], [0.1312, -0.2806, 0.9435], [-0.3585, 1.1822, 1.7608], [0.3003, -0.2245, -0.4947], [-0.7108, 0.6367, -1.3401], [0.5346, -1.2249, -0.7823], [1.2149, 0.2545, -0.7705], [-0.8959, 1.6574, -0.9023], [-1.6959, -0.0195, -1.3718], [-0.2655, 0.7332, -2.2469]],
  "atomic_forces_ev_per_a": [[-0.338, 0.705, 0.367], [-1.712, 1.474, -3.067], [2.574, -1.629, 4.306], [-0.312, -0.204, -0.290], [-0.512, 1.538, -1.055], [-2.842, -2.433, 3.581], [-0.660, -0.930, -0.876], [1.160, 0.616, 0.567], [0.168, -1.278, -0.264], [1.683, 1.845, -0.318], [0.792, 0.295, -2.951]],
  "lowdin_charge": [-0.19, 0.76, -1.01, 0.56, -0.41, -0.10, 0.08, 0.10, 0.06, 0.12, 0.02],
  "e_tot_ev": -25017.2120,
  "orbital_gap_ha": 0.2960,
  "homo_ev": -8.554,
  "max_force_ev_per_a": 5.27,
  "charge": 0,
  "lumo_energy_ev": -0.501
}